Entry 1:
{
  "formula": "C24H24Br22NO4",
  "method": "the ωB97M-V functional and the def2-TZVPD basis",
  "multiplicity": 1,
  "orbital_gap_ev": 6.73,
  "total_charge": 1,
  "species": ["C", "C", "C", "C", "N", "C", "C", "C", "C", "O", "O", "C", "O", "C", "O", "C", "C", "C", "C", "C", "C", "C", "Br", "H", "H", "H", "H", "H", "H", "H", "H", "H", "H", "H", "H", "H", "H", "H", "H", "H", "C", "Br", "Br", "Br", "H", "C", "Br", "Br", "Br", "H", "C", "Br", "Br", "Br", "H", "C", "Br", "Br", "Br", "H", "C", "Br", "Br", "Br", "H", "C", "Br", "Br", "Br", "H", "C", "Br", "Br", "Br", "H"],
  "xyz": [[3.2390, -0.8263, 1.0991], [2.3889, -0.7931, -0.2638], [2.7432, 0.5992, -0.9576], [2.4373, 0.6323, -2.5091], [2.1482, 1.7223, -0.1785], [3.0284, 2.5306, 0.5340], [2.6276, 3.6376, 1.3750], [1.1948, 3.9518, 1.4864], [0.7984, 5.1579, 2.3997], [0.2864, 6.1561, 2.0047], [1.1293, 5.0406, 3.7458], [0.2496, 3.1067, 0.7434], [-1.1231, 3.3385, 0.8391], [-1.6436, 2.3507, 1.7534], [-0.9019, 1.9240, 2.6655], [-3.0518, 1.7413, 1.6220], [-3.6896, 1.4031, 0.3247], [-5.0491, 0.8591, 0.3026], [-5.8184, 0.5973, 1.5376], [-5.1561, 0.9053, 2.8060], [-3.7974, 1.4774, 2.8602], [0.8057, 1.9987, -0.0685], [-0.5229, 0.8958, -0.9792], [2.6330, -0.4494, 1.9746], [3.6024, -1.8721, 1.2724], [4.1507, -0.1714, 1.0555], [2.6310, -1.6755, -0.9053], [1.3203, -0.8634, 0.0553], [3.8635, 0.6851, -0.8663], [2.3765, 1.7018, -2.9002], [1.4736, 0.1251, -2.7693], [3.2691, 0.0754, -3.0311], [4.1140, 2.2919, 0.4649], [3.4102, 4.2028, 1.9251], [1.2506, 4.0785, 3.9051], [-3.1491, 1.5575, -0.6413], [-5.5611, 0.6236, -0.6666], [-6.8545, 0.1946, 1.5436], [-5.6497, 0.7399, 3.8229], [-3.3075, 1.7167, 3.8298], [-2.0105, 4.4344, 5.4877], [-1.5910, 3.6567, 3.7423], [-3.3242, 3.3748, 6.4311], [-0.4211, 4.7190, 6.5495], [-2.4549, 5.4110, 5.3147], [1.2026, 4.4342, -4.4453], [-0.3186, 3.9252, -5.5189], [1.1339, 3.6030, -2.6959], [2.8775, 4.0794, -5.3437], [1.1440, 5.5071, -4.2924], [1.8001, -5.1273, -0.3619], [3.5116, -5.0879, 0.5348], [0.4833, -4.0439, 0.5525], [1.9548, -4.6414, -2.2277], [1.4475, -6.1538, -0.3278], [-3.7382, 1.0963, -5.8370], [-3.8085, 2.7899, -6.7678], [-2.1496, 0.0916, -6.2931], [-3.9204, 1.3232, -3.9218], [-4.5907, 0.5135, -6.1707], [2.0741, -5.5786, -6.7407], [1.0115, -6.8760, -5.7778], [1.5811, -3.7645, -6.2790], [3.9688, -5.8865, -6.5089], [1.8566, -5.7084, -7.7959], [4.5820, -9.1105, 0.6968], [5.7833, -8.1596, -0.4830], [4.7649, -8.5257, 2.5311], [2.7464, -9.0067, 0.0884], [4.8676, -10.1569, 0.6662], [-4.4850, -2.5156, 4.6757], [-5.6916, -3.7675, 5.5207], [-4.9477, -0.6800, 5.0861], [-2.6367, -2.8986, 5.0973], [-4.5987, -2.6378, 3.6030]],
  "lowdin_charge": [-0.087, -0.186, -0.317, -0.101, -0.039, 0.024, 0.083, 0.036, -0.494, 0.177, 0.001, -0.196, 0.010, -0.546, -0.180, -0.116, -0.040, -0.057, -0.037, -0.176, -0.053, -0.470, 0.961, 0.086, 0.055, 0.066, 0.099, 0.051, 0.142, -0.033, 0.053, 0.105, 0.150, 0.145, 0.095, 0.038, 0.099, 0.109, -0.044, 0.038, -1.477, 1.069, 0.612, 0.639, -0.016, -1.564, 0.586, 0.703, 0.603, -0.021, -1.605, 0.556, 0.575, 0.555, -0.058, -1.613, 0.568, 0.558, 0.543, -0.025, -1.625, 0.560, 0.533, 0.569, -0.028, -1.613, 0.555, 0.563, 0.568, -0.027, -1.575, 0.591, 0.741, 0.575, -0.023]
}

=====

Entry 2:
{
  "formula": "AlFH3",
  "method": "the ωB97M-V functional and the def2-TZVPD basis",
  "multiplicity": 1,
  "orbital_gap_ev": 9.14,
  "total_charge": -1,
  "species": ["F", "Al", "H", "H", "H"],
  "xyz": [[1.7463, 0.1218, 0.2581], [-0.0577, 0.0167, 0.0082], [-0.7065, 1.4930, -0.0093], [-0.2527, -0.7322, -1.4118], [-0.7293, -0.8993, 1.1548]],
  "nbo_charge": [-0.793, 1.193, -0.464, -0.469, -0.467]
}